The following is a DFT calculation (ωB97M-V with the def2-TZVPD basis set) of a 2-piece molecular cluster, C6H8N2O2 overall in a non-equilibrium geometry.

Properties
- Highest occupied orbital energy: -9.312 eV
- ΔE to the lowest compared entry with this formula, charge and spin: 549.10 kJ/mol
- Max |F|: 5.09 eV Å⁻¹

Structure (XYZ):
```
18
C6H8N2O2 | the Open Molecules 2025 dataset | ωB97M-V with the def2-TZVPD basis set
C -0.420 -1.694 -1.162
C -1.734 0.771 -0.955
C -1.227 1.628 -1.719
C 1.696 -1.077 1.480
C 0.008 2.406 -1.445
C 0.692 -1.532 2.473
N 0.244 -1.349 -0.256
N 1.291 -0.954 0.237
O 2.850 -0.984 1.794
O -2.344 -0.003 -0.304
H -1.421 -1.660 -1.546
H -1.751 1.770 -2.757
H 0.778 2.286 -2.136
H 0.306 2.180 -0.469
H -0.239 3.426 -1.485
H -0.389 -1.562 2.247
H 0.830 -1.076 3.439
H 0.829 -2.577 2.563
```